Formula: C21H15BBr2F4N4O6Ti
Source: the OMol25 dataset
Level of theory: wB97M-V/def2-TZVPD

Structure (XYZ):
```
54
C21H15BBr2F4N4O6Ti, DFT wB97M-V/def2-TZVPD
Ti -0.36615 0.12783 -0.30883
O -2.17445 0.66509 0.09665
C -2.83577 0.90687 1.20242
C -3.93366 1.78330 1.17760
C -4.65610 2.06005 2.31772
C -4.31179 1.47289 3.53396
C -3.24095 0.60323 3.57429
C -2.50061 0.29579 2.43073
C -1.40372 -0.66424 2.49698
N -0.45542 -0.85873 1.59780
C 0.36177 -1.86063 2.06632
C -0.09663 -2.28151 3.26930
N -1.21307 -1.51751 3.53137
H -4.18825 2.23373 0.22689
H -5.49340 2.74566 2.26680
H -4.86447 1.70135 4.43524
H -2.95983 0.17061 4.52837
H 1.20053 -2.20999 1.49197
H 0.24880 -3.04614 3.94031
H -1.83481 -1.62524 4.31039
O -0.93477 3.79186 -5.54168
C -0.84475 2.97833 -4.46163
C -1.26704 3.35846 -3.19385
C -1.12290 2.45866 -2.16242
N -0.59866 1.23114 -2.31222
C -0.21072 0.88739 -3.53760
Br 0.49169 -0.83286 -3.83157
C -0.31034 1.71625 -4.64150
H -1.29885 4.64114 -5.26970
H -1.68594 4.33801 -3.00159
H -1.41357 2.72076 -1.15384
H 0.02472 1.38771 -5.61278
O 0.40997 3.70601 1.45480
N -0.14546 2.91279 0.73596
O 0.41287 1.74087 0.69454
F -1.67652 -3.70101 -2.01412
B -1.17394 -3.07349 -0.89133
F -1.11946 -1.62157 -1.19418
F 0.13570 -3.46887 -0.61303
F -1.99047 -3.22089 0.21810
Br 5.50414 1.13168 0.02530
C 4.92288 -0.67348 0.00962
C 5.80936 -1.61464 0.51506
C 5.44739 -2.95101 0.56412
C 4.19252 -3.34425 0.12310
C 3.30735 -2.39640 -0.36267
C 3.65908 -1.04768 -0.43607
C 2.64964 -0.09773 -1.04222
O 2.97862 0.79384 -1.79392
O 1.42294 -0.40898 -0.74305
H 6.77831 -1.29112 0.86950
H 6.14789 -3.67990 0.95267
H 3.89689 -4.38493 0.15939
H 2.31943 -2.68850 -0.69747
```

Values from the calculation:
2S+1 = 2
LUMO (alpha / beta) = 2.2 / 2.2 eV
Expectation value of S² = 0.752
ΔE to the lowest compared entry with this formula, charge and spin = 0.0 kcal/mol
HOMO (alpha / beta) = -5.01 / -5.57 eV
Total charge = -1
HOMO-LUMO gap (alpha / beta) = 7.201 / 7.754 eV

Formula: C4H6O2
Source: the OMol25 dataset
Level of theory: wB97M-V/def2-TZVPD

Structure (XYZ):
```
12
C4H6O2, DFT wB97M-V/def2-TZVPD
C 1.15674 0.42054 0.61590
O 1.21802 0.78721 -0.75206
C -0.18858 0.78713 -0.96703
C -0.15342 -0.25214 0.46478
C -0.92227 -1.43458 0.14967
O -1.19458 -0.50374 1.28542
H 2.02172 -0.15393 0.93633
H 1.00016 1.29609 1.26315
H -0.68810 1.73229 -0.72518
H -0.37338 0.61717 -2.06952
H -1.12236 -0.79969 -0.78636
H -0.73971 -2.45680 0.51116
```

Values from the calculation:
LUMO = 1.0 eV
ΔE to the lowest compared entry with this formula, charge and spin = 132.5 kcal/mol
HOMO = -9.37 eV
HOMO-LUMO gap = 10.374 eV

- What is the formula in the first record?
  C21H15BBr2F4N4O6Ti

- What is the ΔE to the lowest compared entry with this formula, charge and spin in the first record?
  0.0 kcal/mol

- ΔE to the lowest compared entry with this formula, charge and spin of number 1 (C21H15BBr2F4N4O6Ti)?
  0.0 kcal/mol

- Among the records above, which one has the highest ΔE to the lowest compared entry with this formula, charge and spin?
  C4H6O2